1.
9
Properties=species:S:1:pos:R:3:forces:R:3 method="wB97M-V/def2-TZVPD" multiplicity=1 smiles=COC total_charge=0 homo_energy_ev=-9.720 relative_energy_kj_mol=251.4
C 1.14684 -0.05205 0.08123 0.916 2.142 -4.190
C -1.08357 -0.06204 0.01088 1.058 2.646 2.052
H 0.71556 0.73634 -0.84730 3.067 -0.580 2.095
H 2.02694 -0.67992 -0.29813 -0.926 1.318 1.031
H 1.22424 0.52642 1.00876 0.374 -0.248 -0.015
H -1.45536 0.04299 1.16885 1.217 1.066 -2.504
H -1.88226 -0.57099 -0.35252 -2.158 -1.710 -1.712
H -0.74959 0.86955 -0.73148 -1.884 -1.267 2.260
O 0.05721 -0.81031 -0.04030 -1.665 -3.367 0.984


2.
90
Properties=species:S:1:pos:R:3:forces:R:3 method="wB97M-V/def2-TZVPD" multiplicity=3 s2=2.06 total_charge=+4 homo_energy_ev="-19.118 / -19.203" relative_energy_kj_mol=60.6
C 2.67517 4.35970 -0.98987 -0.273 0.214 -0.339
C 1.67803 3.56142 -1.62901 1.016 -0.298 -0.052
C 1.65844 3.52773 -3.05797 0.015 0.357 0.064
C 2.50052 4.41528 -3.75078 -0.515 -0.581 0.534
N 3.37476 5.19877 -3.12214 -0.273 0.409 -0.135
C 3.45064 5.20738 -1.79324 -0.289 -0.353 0.435
C 0.73231 2.83974 -0.87474 -2.481 -0.812 0.113
C -0.27481 2.19764 -0.39930 1.462 0.536 0.392
C -1.61655 2.20687 0.16936 -1.015 0.314 0.085
C -2.15360 0.96082 0.56741 -0.811 -1.154 -0.857
C -3.49910 0.67213 0.83115 1.943 0.462 -0.068
C -4.29268 1.78982 0.93113 -3.530 -0.993 1.245
C -3.87749 3.07430 0.59273 1.985 1.249 -0.613
C -2.52086 3.28292 0.24598 -1.020 0.923 0.121
Mo -0.59321 -0.28537 0.36844 -0.418 0.374 -2.451
P 1.65636 -0.45698 -0.52252 1.775 -1.212 -1.122
H 1.01862 2.84119 -3.61576 -0.051 0.385 0.264
H 2.83713 4.33358 0.08650 -0.293 0.159 -0.199
H 2.40360 4.51304 -4.83617 0.335 -0.148 0.330
H 4.10829 5.95134 -1.32813 -0.004 -0.492 -0.265
H -2.12931 4.26461 0.01082 -0.433 0.216 -0.106
H -2.13032 -0.82882 0.03736 0.365 -0.259 0.277
H -4.59153 3.88809 0.55437 0.107 0.085 0.167
H -3.90553 -0.33146 0.98034 0.252 0.372 0.033
C 2.23966 -2.17864 -0.20922 -0.526 -0.055 0.641
C 3.40342 -2.81100 -0.97390 0.454 -0.297 -0.245
H 1.34796 -2.81278 -0.30750 0.150 -0.055 0.053
H 2.47913 -2.17351 0.86329 0.009 -0.114 -0.035
H 3.52164 -3.84627 -0.62392 -0.123 0.265 -0.044
H 3.25183 -2.87689 -2.05623 -0.124 0.161 0.161
H 4.36982 -2.32878 -0.79360 -0.328 0.072 -0.040
C 1.71554 -0.25389 -2.33644 -0.068 0.272 -0.176
C 3.06846 0.20982 -2.85784 0.375 0.104 -0.324
H 0.91818 0.44883 -2.61635 0.146 -0.039 -0.029
H 1.44929 -1.21560 -2.79398 0.134 0.215 0.335
H 3.04002 0.28802 -3.95131 0.000 -0.031 0.216
H 3.33730 1.19700 -2.47124 0.038 -0.137 -0.006
H 3.86631 -0.49908 -2.60632 -0.187 0.187 -0.044
C 2.89944 0.57557 0.34021 -0.228 0.621 0.322
C 4.36466 0.13606 0.44987 0.326 -0.010 -0.103
H 2.51049 0.69630 1.36377 0.052 0.036 -0.383
H 2.81891 1.57398 -0.10081 0.148 -0.053 0.002
H 4.91733 0.89758 1.01443 -0.215 -0.106 -0.076
H 4.49050 -0.80248 0.99787 -0.116 0.095 -0.123
H 4.87605 0.04845 -0.51247 -0.226 -0.038 0.095
Br -6.06226 1.36305 1.62717 1.742 1.047 -0.901
P -1.66887 -1.83650 -1.46853 0.119 -0.985 -0.500
C -0.57332 -2.75271 -2.61612 0.709 0.063 -0.148
C -1.19921 -4.00018 -3.24737 -0.233 -0.263 -0.167
H 0.33928 -3.03073 -2.05888 -0.390 0.046 -0.237
H -0.25071 -2.05857 -3.41099 -0.208 -0.137 0.322
H -0.44593 -4.48747 -3.88280 -0.198 0.145 0.211
H -1.51117 -4.72952 -2.48774 0.096 0.148 -0.362
H -2.05560 -3.75136 -3.89146 0.330 -0.192 0.313
C -2.73569 -3.11600 -0.71205 0.383 0.013 0.671
C -4.10463 -3.36467 -1.31907 -0.505 -0.273 -0.217
H -2.84210 -2.80827 0.33489 -0.115 -0.190 -0.021
H -2.14336 -4.03694 -0.69965 -0.078 0.096 0.080
H -4.64017 -4.08425 -0.69238 0.110 0.096 -0.038
H -4.72231 -2.46419 -1.36111 0.083 -0.043 -0.034
H -4.06093 -3.80645 -2.31873 0.084 0.108 0.206
C -2.72455 -0.76015 -2.51838 0.235 0.710 0.676
C -3.17748 -1.36277 -3.83632 -0.155 -0.218 -0.485
H -2.15893 0.16752 -2.68610 -0.032 -0.066 -0.093
H -3.57967 -0.46306 -1.89886 0.048 -0.077 -0.032
H -3.76962 -0.62883 -4.39041 0.112 0.022 0.149
H -2.33884 -1.63976 -4.47753 -0.075 0.060 0.057
H -3.81733 -2.23632 -3.69895 0.161 0.158 -0.009
C 1.15881 -1.63560 5.03214 -0.146 0.059 0.138
N 1.15745 -0.16948 4.84951 -0.668 -0.380 -0.243
C -0.05670 0.37315 5.50763 0.348 0.154 0.353
N -1.30466 -0.20436 4.98506 0.294 0.209 -1.085
C -1.29174 -1.67375 5.07525 0.348 -0.445 0.381
N -0.06607 -2.28009 4.48166 -0.155 0.572 0.267
C -0.16838 -2.25204 3.03972 -0.146 -0.407 0.385
P -0.23247 -0.46165 2.59422 0.663 -0.158 0.148
C 1.30020 0.16922 3.44680 0.151 0.197 0.354
C -1.57483 0.27432 3.63614 -0.402 -0.219 1.072
H 1.19625 -1.81604 6.11892 0.022 -0.180 -0.502
H 2.04938 -2.04090 4.53784 -0.217 -0.123 0.240
H -0.08819 1.46615 5.38501 0.032 -0.357 0.184
H 0.01383 0.10474 6.57319 -0.010 0.289 -0.347
H -2.14788 -2.08335 4.52570 0.031 0.107 0.394
H -1.34144 -1.96093 6.13414 -0.033 0.092 -0.321
H 0.65990 -2.75244 2.52065 -0.055 0.152 0.300
H -1.11292 -2.70762 2.71601 0.222 -0.104 0.128
H 1.41537 1.24803 3.26526 -0.109 -0.229 0.252
H 2.17729 -0.34605 3.02278 -0.294 0.108 0.222
H -2.56208 -0.03022 3.27085 0.213 -0.157 0.132
H -1.52191 1.37204 3.57379 0.147 -0.290 0.057


3.
7
Properties=species:S:1:pos:R:3:forces:R:3 method="wB97M-V/def2-TZVPD" multiplicity=1 smiles="O=C(Cl)C(Cl)(Br)Br" total_charge=0 homo_energy_ev=-10.561 relative_energy_kj_mol=53.4
C -0.56049 -0.18761 0.38602 2.201 1.949 -2.053
C 1.05747 0.03308 -0.31392 -2.421 0.440 0.970
O -1.46204 0.31840 -0.18357 0.120 -0.782 0.546
Cl -0.55906 -0.87322 1.94044 -0.070 -0.399 0.410
Cl 0.77595 0.49641 -2.02094 0.465 -0.176 1.206
Br 1.85482 1.52634 0.80024 -0.520 -1.026 -0.971
Br 2.04103 -1.57749 -0.13205 0.226 -0.007 -0.107


4.
23
Properties=species:S:1:pos:R:3:forces:R:3 method="wB97M-V/def2-TZVPD" multiplicity=1 smiles="C[C@H]1CC(C)(C)[N+](=O)N1O" total_charge=+1 homo_energy_ev=-15.226 relative_energy_kj_mol=586.5
C -0.49289 -0.90344 -0.73345 0.073 0.500 -1.152
C 0.99698 -1.11361 -0.63524 0.665 1.413 0.458
C -0.84561 0.38921 -0.06559 -1.765 2.260 0.244
C 1.30992 -1.93064 0.59110 2.383 1.146 0.733
C -1.62429 0.43461 1.26737 0.282 -1.389 1.145
C -1.41937 1.43601 -1.03870 -4.596 0.725 2.319
N 1.42794 0.28929 -0.30764 -0.301 -0.393 0.265
N 0.46330 1.04425 0.12190 3.507 0.716 1.000
O 0.70372 2.13823 0.58114 -0.586 -0.409 -0.140
O 2.71242 0.67495 -0.47150 -0.672 -0.034 -0.757
H -0.73475 -0.85972 -1.78741 -0.592 -0.193 -0.070
H -1.01723 -1.63394 -0.19983 -0.741 -1.525 0.206
H 1.51141 -1.18893 -1.59383 -0.135 -1.303 0.133
H 2.37530 -2.22805 0.71513 -0.715 0.276 -0.226
H 0.71123 -2.75951 0.76508 -1.115 -1.772 -0.370
H 1.05121 -1.26715 1.43097 0.236 -0.210 0.011
H -2.73116 0.51822 1.24647 0.753 0.122 -0.886
H -1.23817 1.36356 1.70513 -0.353 -0.435 0.652
H -1.48910 -0.51213 1.92725 0.379 1.754 -0.969
H -1.46295 2.52763 -0.71087 0.186 -1.685 0.198
H -2.51048 1.14054 -1.26953 1.785 0.363 0.097
H -0.84207 1.40508 -1.85430 1.857 -0.045 -3.546
H 3.14465 1.03552 0.31634 -0.537 0.117 0.651


5.
111
Properties=species:S:1:pos:R:3:forces:R:3 method="wB97M-V/def2-TZVPD" multiplicity=1 total_charge=+1 homo_energy_ev=-12.471
C 1.30609 -3.47962 0.16295 4.623 0.801 -0.972
N 0.50909 -2.33362 -0.16905 -2.406 2.682 -1.518
C 1.20909 -0.95762 0.00295 1.697 1.098 1.997
C 0.11609 -2.36562 -1.62205 -0.950 2.417 0.149
C -0.66991 -2.24362 0.83295 -3.957 -0.226 -6.099
C -1.72291 -3.41462 0.58595 4.604 -1.067 0.199
O -2.67591 -3.42462 1.54095 -1.988 -2.598 0.641
H 2.32609 -3.23662 -0.32105 -1.274 -0.670 0.612
H 1.04409 -4.45862 -0.19405 -0.930 0.002 -0.136
H 1.53409 -3.44062 1.20295 -0.057 -0.304 0.892
H 0.60609 -0.04462 -0.23305 -0.820 -1.356 0.772
H 2.01409 -0.68162 -0.70805 0.158 -1.625 0.288
H 1.63809 -0.88662 1.11095 -1.051 -0.193 -2.421
H -0.26091 -3.25462 -1.99105 -0.410 -2.274 -0.097
H 0.92009 -2.03662 -2.23405 1.178 -0.113 -0.217
H -0.67691 -1.63562 -1.89105 0.299 -0.120 0.973
H -1.23191 -1.28062 0.60295 0.947 -1.055 0.761
H -0.14891 -2.30562 1.65595 1.808 0.061 5.000
H -1.21391 -4.43662 0.38495 0.035 1.023 1.490
H -2.02691 -3.37662 -0.38605 -1.873 1.382 -2.847
H -3.11391 -4.34262 1.42195 0.576 2.462 0.747
O 4.07509 -2.96162 2.36495 0.703 -0.306 0.109
S 5.29009 -3.16162 1.60495 -1.940 1.963 0.002
O 5.22709 -2.88662 0.21895 -0.479 -0.682 -2.154
O 6.39109 -2.05462 2.03895 -1.260 -0.371 1.054
C 5.86909 -0.67562 2.30695 3.121 0.446 -0.250
C 7.09409 0.11838 2.71695 2.883 -3.838 0.323
C 5.83809 -4.82562 1.86195 4.509 1.634 1.862
H 5.15809 -0.46562 3.00495 -1.917 -1.567 3.292
H 5.30909 -0.05662 1.62595 0.441 -0.850 -2.508
H 7.88909 0.11738 1.99195 -0.324 0.792 -1.356
H 7.84709 -0.30362 3.49695 -2.288 0.223 -0.217
H 6.74809 1.02338 3.00395 -0.534 3.193 0.808
H 6.81409 -4.89862 1.30895 -0.941 0.038 0.129
H 5.23309 -5.65362 1.56795 -1.027 0.089 0.051
H 6.23709 -4.78562 2.93695 -1.134 -0.698 -1.219
O 0.60909 -0.64162 3.65395 -1.174 -1.866 -0.676
S 1.53509 0.17738 4.32695 -0.886 3.269 -1.156
O 2.66509 0.60838 3.55495 0.623 -0.558 0.904
O 0.70009 1.54838 4.66995 1.832 -2.357 2.890
C 0.60109 2.53038 3.70795 5.512 5.875 2.624
C 0.00609 3.76338 4.28195 -0.229 -2.208 5.037
C 1.88409 -0.50162 5.88795 -1.368 2.094 1.380
H 0.23109 2.08838 2.99295 -5.302 -3.728 -7.544
H 1.52509 2.92838 3.09895 -0.335 -1.130 2.023
H -1.03091 3.66738 4.57495 -0.542 0.338 -0.671
H 0.34009 4.68538 4.00195 0.363 2.251 -1.885
H 0.44509 3.81438 5.37695 -0.483 -0.380 -1.727
H 2.49009 -1.30562 5.74495 1.560 -2.479 -0.570
H 1.07609 -0.69962 6.58795 -0.856 -0.464 -0.986
H 2.38709 0.18138 6.51495 1.265 1.247 0.113
O -1.25291 1.77238 -0.05405 -0.141 -4.446 0.209
S -1.52191 3.10738 -0.29105 1.084 4.053 -2.166
O -0.53791 3.99538 0.22795 -0.109 0.853 0.298
O -1.52191 3.39738 -1.97305 -1.445 -0.307 2.730
C -0.46791 2.75438 -2.62605 2.474 4.364 -2.523
C -0.49791 3.19238 -4.19005 -1.798 -6.086 -0.270
C -3.09291 3.58338 0.31495 2.390 -0.021 2.760
H -0.46391 1.76738 -2.55005 -0.643 -4.567 0.547
H 0.58709 3.04538 -2.21105 -1.840 0.009 -0.616
H -0.22791 4.15038 -4.13005 1.487 3.715 -0.707
H -1.53991 3.11138 -4.79605 2.201 0.024 1.976
H 0.23209 2.41138 -4.74405 -1.320 2.311 1.172
H -3.26191 3.04338 1.27895 0.732 0.805 -0.442
H -3.89891 3.34638 -0.17705 -3.928 -2.459 -3.706
H -3.27891 4.62138 0.31695 0.924 1.516 0.745
O -4.07791 2.10238 -4.62905 0.077 -0.838 2.002
S -4.33491 1.19138 -3.52205 -2.971 -0.671 -4.598
O -4.67791 1.58138 -2.22005 -0.027 1.280 1.934
O -5.66491 0.27338 -4.08205 1.831 0.601 1.711
C -6.94591 0.79438 -3.76805 -2.084 1.210 -1.884
C -7.98791 -0.29062 -3.84105 -2.623 -2.590 1.759
C -3.09191 0.00438 -3.46505 2.389 4.408 1.626
H -7.12991 1.72838 -4.39005 -0.016 -1.509 -0.246
H -7.27991 1.22338 -2.86705 1.618 0.506 2.426
H -8.09791 -0.84762 -4.72505 0.663 -0.645 -1.563
H -9.09691 -0.09362 -3.67705 1.386 1.326 -0.136
H -7.99991 -1.13862 -3.01205 1.187 1.731 -1.287
H -3.13391 -0.70662 -4.17305 0.122 -1.868 -3.120
H -3.05391 -0.46962 -2.54405 -0.355 -0.690 2.047
H -2.20891 0.79738 -3.45105 -1.192 -2.128 -0.562
O -3.74591 -0.52962 0.26695 4.059 -0.200 -2.539
S -4.90791 -0.54562 1.00795 -2.745 -1.791 4.392
O -5.48691 -1.79262 1.46995 0.597 0.889 -0.717
O -4.64591 0.34038 2.35495 -2.684 0.545 -2.113
C -3.60391 -0.01962 3.22395 1.350 2.124 -0.952
C -3.32791 1.22138 4.06595 -2.950 -1.710 0.559
C -6.11791 0.31738 0.17095 -0.859 2.269 2.498
H -2.77291 -0.04662 2.55995 1.283 -1.058 -0.242
H -3.83291 -0.92462 3.69895 -0.074 -1.203 0.950
H -3.08991 2.03038 3.42395 -0.556 1.076 -0.470
H -2.48791 1.09438 4.63395 2.395 -0.697 1.553
H -4.16591 1.28838 4.80795 0.556 0.906 -0.899
H -7.01891 0.16038 0.74895 -0.259 0.424 0.285
H -6.32391 -0.07562 -0.74505 0.064 -1.485 -2.635
H -5.86591 1.37138 0.03795 -0.021 -0.184 0.204
O 4.38009 0.44838 -1.11505 -0.848 1.498 2.427
S 4.75609 -0.28662 -2.23505 -0.112 -2.230 -3.551
O 4.00409 -1.43462 -2.67605 -0.019 -0.472 1.293
O 4.62009 0.63138 -3.55905 4.735 0.139 1.670
C 3.37209 0.80038 -3.98405 -3.690 1.140 -3.586
C 3.33509 1.64538 -5.35405 1.296 1.048 -2.208
C 6.45609 -0.73462 -2.14705 -5.388 -7.757 0.819
H 2.78509 1.30338 -3.17505 -0.165 -0.574 -0.796
H 2.96909 -0.19662 -4.38805 0.032 1.318 1.196
H 3.76609 2.75138 -5.60205 -1.490 -1.978 2.020
H 2.30009 1.55238 -5.82805 1.386 0.230 0.775
H 4.07309 1.23138 -6.13505 -1.222 -0.565 1.296
H 6.62209 -1.36762 -3.00605 0.192 -0.050 -0.274
H 6.50209 -1.42762 -1.21505 -0.105 1.376 -1.423
H 7.01609 0.00738 -2.12105 5.168 6.791 0.465


6.
16
Properties=species:S:1:pos:R:3:forces:R:3 method="wB97M-V/def2-TZVPD" multiplicity=1 total_charge=0 homo_energy_ev=-9.681 relative_energy_kj_mol=315.3
C 0.41884 1.63701 1.10974 0.006 0.002 0.065
C 0.38676 1.16774 -0.34113 -0.062 0.052 -0.054
C 0.89457 -0.26943 -0.51102 0.151 0.046 -0.026
C 0.37748 -1.88491 1.18625 -0.224 0.303 -0.611
C -0.04362 -1.30661 0.09449 0.177 -0.260 0.501
C -1.36601 -1.62039 -0.55840 -0.126 -0.045 -0.023
H -0.17731 0.97844 1.75022 0.078 0.098 -0.085
H 0.02991 2.65577 1.20679 0.050 -0.149 -0.020
H 1.44519 1.63045 1.49546 -0.142 -0.004 -0.049
H 1.01377 1.82574 -0.95562 -0.082 -0.103 0.069
H -0.63170 1.25195 -0.74221 0.142 -0.017 0.048
H 1.01219 -0.51514 -1.57466 -0.024 0.011 0.158
H 1.88986 -0.35347 -0.05539 -0.151 -0.002 -0.063
H -1.19828 -1.99600 -1.57383 0.000 0.061 0.134
H -1.92359 -2.37749 -0.00070 0.098 0.115 -0.068
H -1.98712 -0.72103 -0.62627 0.109 -0.106 0.026